Formula: C27H32F5N2OPdSe2Te2
Source: OMol25
Level of theory: ωB97M-V/def2-TZVPD

The value obtained for the HOMO energy (spin up / spin down) is -11.1 / -11.5 eV. The value obtained for the orbital gap (spin up / spin down) is 0.2990 / 0.1978 Eh. The maximum force is 0.59 eV/Å. As for the energy above the lowest of the compared OMol25 structures with the same formula, charge and spin: 33.1 kJ/mol. As for the expectation value of S²: 6.037.

Structure (ORCA input):
```
! wB97M-V def2-TZVPD RIJCOSX def2/J DEFGRID3
* xyz 1 5
Te 2.6835 2.4106 2.2252
Te 1.2210 4.4150 -0.3826
Pd 0.4021 1.6835 -0.0699
Se -0.0622 -0.1126 -1.6035
Se -0.9985 2.6363 2.0334
F 0.2950 0.3917 1.5238
F 3.0424 1.2659 3.6806
F 3.1131 1.0674 0.7813
F 2.6560 3.9632 3.3510
F 4.4984 2.6975 2.1255
O 2.7557 3.8523 0.4988
N 0.6618 -2.1250 0.3027
N -1.4948 -1.7324 0.2943
C 2.1037 -1.9237 0.0936
C -3.3041 -1.5711 -1.4220
C 2.0819 -3.6182 -1.8481
C -1.7832 5.2171 1.0501
C 0.8247 2.7309 -4.3668
C -1.2587 -2.6433 1.3195
C 0.1078 -2.8927 1.3220
C 2.5267 -4.8066 -1.0028
C -1.1718 4.5173 2.0957
C -1.5369 -4.1097 3.1467
C -2.7912 -1.1439 -0.0465
C -0.3189 -1.4160 -0.2534
C -0.6858 5.1989 3.2129
C -1.9247 6.5905 1.1363
C 0.6891 -3.7623 2.2403
C 2.4428 2.2729 -2.1321
C -2.1120 -3.2481 2.2378
C 0.6608 3.5138 -3.2405
C 1.4689 3.2788 -2.1231
C 2.5921 1.4966 -3.2768
C 1.7860 1.7203 -4.3819
C 2.5693 -2.2727 -1.3165
C -1.4202 7.2724 2.2389
C -4.2570 -3.8662 -0.8158
C -3.2777 -3.0766 -1.6773
C -0.7956 6.5801 3.2673
C -0.1557 -4.3637 3.1473
H -0.2058 4.6559 4.0169
H -0.0797 4.3055 -3.2354
H -2.6899 -0.0588 0.0142
H -2.4218 7.1332 0.3432
H -4.0340 -3.7763 0.2479
H 2.3352 -0.8894 0.3491
H -1.5170 8.3483 2.2961
H -2.2613 -3.4572 -1.5325
H 1.7529 -3.9501 2.2606
H -0.4013 7.1127 4.1218
H -3.1739 -3.0490 2.2565
H -4.2209 -4.9267 -1.0621
H 2.0809 -4.7895 -0.0068
H 0.2558 -5.0402 3.8833
H 2.5989 -2.5599 0.8221
H 3.6121 -4.8170 -0.8856
H -4.3305 -1.2029 -1.5030
H 0.9897 -3.6102 -1.9302
H -2.1625 -4.5966 3.8817
H 3.0988 2.1320 -1.2797
H 2.4580 -3.7370 -2.8660
H -3.4804 -1.4477 0.7379
H 2.2324 -5.7458 -1.4698
H -5.2799 -3.5200 -0.9747
H 3.3510 0.7253 -3.3029
H 0.2148 2.9136 -5.2412
H 2.2819 -1.4767 -2.0106
H -2.7325 -1.0575 -2.1974
H 3.6624 -2.2594 -1.2888
H -2.1685 4.6789 0.1914
H 1.9140 1.1175 -5.2714
H -3.5125 -3.2433 -2.7299
*
```